(1)
This record from the OMol25 dataset describes a cluster of 2 separate species, C2H7N3O in total in a non-equilibrium geometry. The level of theory is the ωB97M-V functional and the def2-TZVPD basis.

Properties
molar mass = 89.10 g mol⁻¹
E_tot = -8704.7437 eV
LUMO level = 1.0 eV
structure (SMILES) = [H]/N=C/N.NC=O
gap between HOMO and LUMO = 9.44 eV

Structure (ORCA input):
```
! RIJCOSX wB97M-V def2-TZVPD def2/J DEFGRID3
* xyz 0 1
N -1.4423 1.3336 0.6337
C -1.2233 1.4396 -0.7009
N -1.0156 0.3813 -1.4206
H -1.0719 2.1272 1.1736
H -1.0731 0.4265 0.9727
H -1.1836 2.4020 -1.2078
H -1.6072 0.1785 -2.2373
C 1.4053 -1.2964 0.7776
N 1.6977 -1.1010 -0.5397
O 0.4655 -0.8218 1.3613
H 2.2392 -1.8252 1.3006
H 1.0576 -0.5266 -1.0809
H 2.5595 -1.4993 -0.9723
*
```

(2)
This record from the OMol25 dataset describes a structure of composition C3H8N2S in a non-equilibrium geometry. The level of theory is the ωB97M-V functional and the def2-TZVPD basis.

Properties
molar mass = 104.18 g mol⁻¹
E_tot = -17047.9529 eV
LUMO level = -0.1 eV
gap between HOMO and LUMO = 8.55 eV

Structure (ORCA input):
```
! RIJCOSX wB97M-V def2-TZVPD def2/J DEFGRID3
* xyz 0 1
C -1.3601 1.6189 -1.3808
C 0.7586 -0.5377 0.2262
C 0.6668 -1.4460 1.4480
H -0.8362 0.9575 -2.5499
H -2.3328 2.8381 -1.5394
H -1.8728 0.4796 -0.1641
H 0.0989 1.2149 1.3322
H 0.8707 -2.5291 0.7853
H -0.5431 -1.4821 1.7042
H 1.3618 -1.3255 2.3931
H 1.3953 -1.8249 -0.9010
N 0.4425 0.8794 0.3836
N 0.9548 -0.9401 -0.8910
S 0.3956 2.0971 -0.8464
*
```

(3)
This record from the OMol25 dataset describes a structure of composition C28H52BIrN6P2S. The level of theory is the ωB97M-V functional and the def2-TZVPD basis.

Properties
molar mass = 769.81 g mol⁻¹
E_tot = -71741.0881 eV
LUMO level (alpha / beta) = -6.6 / -6.6 eV
gap between HOMO and LUMO (alpha / beta) = 5.96 / 5.96 eV

Structure (ORCA input):
```
! RIJCOSX wB97M-V def2-TZVPD def2/J DEFGRID3
* xyz 2 1
Ir 0.1398 -0.2252 0.8351
C 3.9186 0.5782 2.0492
C 3.8505 -0.1880 0.7177
C 5.0108 0.3669 -0.1337
C 4.0557 -1.6814 0.9811
P 2.2122 0.0861 -0.1497
C 2.3296 1.8634 -0.6671
N 0.9793 2.3450 -0.6607
B -0.0476 1.6439 0.0300
N -1.2637 2.3371 -0.2454
C -2.5367 1.8033 0.1501
P -2.3286 -0.0442 0.1120
C -2.9904 -0.5199 -1.5764
C -2.4148 -1.8779 -1.9789
C -4.5209 -0.5926 -1.6227
C -2.5742 0.5690 -2.5839
C -3.3948 -0.6498 1.5235
C -2.6219 -0.3034 2.8072
C -3.5852 -2.1661 1.4573
C -4.7607 0.0476 1.5924
C -0.9873 3.3701 -1.1493
C -1.8240 4.2927 -1.7529
C -1.2583 5.2038 -2.6366
C 0.1092 5.2061 -2.8916
C 0.9575 4.2971 -2.2714
C 0.3956 3.3747 -1.4062
C 2.1512 -0.8874 -1.7522
C 3.4494 -0.8702 -2.5649
C 1.7510 -2.3366 -1.4749
C 1.0580 -0.2402 -2.6104
H 4.9318 0.4626 2.4367
H 3.2414 0.1893 2.8007
H 3.7411 1.6480 1.9307
H 5.9283 0.2009 0.4340
H 4.9301 1.4430 -0.2907
H 5.1395 -0.1188 -1.0947
H 4.9369 -1.8109 1.6122
H 4.2302 -2.2391 0.0614
H 3.1984 -2.1214 1.4984
H 2.8148 1.9548 -1.6422
H 2.9566 2.3913 0.0573
H -3.3487 2.1403 -0.4947
H -2.7922 2.0923 1.1719
H -2.7938 -2.6688 -1.3261
H -1.3229 -1.8829 -1.9703
H -2.7421 -2.1204 -2.9917
H -4.9259 -1.4281 -1.0546
H -4.8177 -0.7302 -2.6648
H -4.9868 0.3304 -1.2772
H -1.5402 0.8933 -2.5071
H -3.1972 1.4569 -2.4797
H -2.7332 0.1811 -3.5917
H -1.6492 -0.8002 2.8462
H -3.1942 -0.6613 3.6659
H -2.4812 0.7715 2.9353
H -2.6261 -2.6876 1.4509
H -4.1801 -2.4751 0.5985
H -4.1180 -2.4901 2.3538
H -4.6777 1.1345 1.6199
H -5.2468 -0.2582 2.5215
H -5.4226 -0.2291 0.7781
H -2.8861 4.3133 -1.5437
H -1.8918 5.9306 -3.1258
H 0.5215 5.9340 -3.5765
H 2.0236 4.3175 -2.4586
H 4.2372 -1.4711 -2.1132
H 3.8243 0.1363 -2.7508
H 3.2276 -1.3124 -3.5391
H 2.4774 -2.8705 -0.8627
H 1.6674 -2.8565 -2.4321
H 0.7816 -2.3839 -0.9801
H 1.3157 0.7659 -2.9428
H 0.1184 -0.1886 -2.0667
H 0.8989 -0.8563 -3.4980
N -0.5902 -4.2732 0.0436
C 0.2190 -4.0834 1.0808
N 1.0184 -5.0771 1.4576
S 0.2407 -2.6268 1.9787
H -0.6378 -5.1491 -0.4527
H -1.2256 -3.5402 -0.2217
H 0.9478 -6.0040 1.0673
H 1.6007 -4.9473 2.2677
N 1.2887 0.6117 4.7532
C 1.0687 1.8930 4.3170
C 0.7822 1.7903 2.9957
N 0.8365 0.4550 2.6333
C 1.1424 -0.2284 3.7228
H 1.5272 0.3359 5.6930
H 1.1281 2.7460 4.9686
H 0.5553 2.5649 2.2854
H 1.2705 -1.2957 3.7852
*
```

(4)
This record from the OMol25 dataset describes a cluster of 3 separate species, C5H9ClN2 in total in a non-equilibrium geometry. The level of theory is the ωB97M-V functional and the def2-TZVPD basis.

Properties
molar mass = 132.59 g mol⁻¹
E_tot = -20825.7920 eV
LUMO level = -0.1 eV
gap between HOMO and LUMO = 8.85 eV

Structure (ORCA input):
```
! RIJCOSX wB97M-V def2-TZVPD def2/J DEFGRID3
* xyz 0 1
C -0.7016 0.6577 -0.7610
C 0.4961 0.9356 0.1083
C -0.4106 -0.1659 0.4584
C 0.0276 -1.5783 0.2756
C -0.4412 -2.4085 -0.5552
H -2.9804 0.8097 0.1946
H -2.2009 1.6624 -2.1683
H -0.4791 0.0110 -1.6504
H 0.1879 1.6569 0.8381
H -0.6605 -0.1113 2.4665
H -1.7010 -0.9029 1.6818
H 0.7239 -2.0074 1.0105
H -1.3774 -2.2230 -1.1740
H 0.0534 -3.5063 -0.3972
N -1.8276 1.5459 -0.7027
N -1.2479 0.0676 1.6452
Cl 2.1259 0.5101 -0.2679
*
```

(5)
This record from the OMol25 dataset describes a cluster of 18 separate species, C36H72Cl36 in total in a non-equilibrium geometry. The level of theory is the ωB97M-V functional and the def2-TZVPD basis.

Properties
molar mass = 1781.28 g mol⁻¹
E_tot = -489309.7667 eV
LUMO level = 0.1 eV
gap between HOMO and LUMO = 10.38 eV

Structure (ORCA input):
```
! RIJCOSX wB97M-V def2-TZVPD def2/J DEFGRID3
* xyz 0 1
Cl -1.6558 1.8434 6.5877
C -2.7431 0.5088 5.9786
C -2.0145 -0.8505 6.1624
Cl -2.9589 -2.1457 5.2436
H -3.0740 0.6776 4.9539
H -3.6678 0.6151 6.5459
H -1.9663 -1.1324 7.2142
H -1.0460 -0.7618 5.6703
Cl -5.7632 -0.0785 5.1220
C -6.9393 -1.3470 4.6365
C -7.1475 -1.4679 3.0949
Cl -5.5885 -1.8857 2.2525
H -7.8877 -1.0780 5.1017
H -6.6451 -2.2804 5.1165
H -7.6443 -0.6229 2.6180
H -7.8073 -2.3114 2.8918
Cl 1.2625 -3.1662 -5.9641
C 1.3937 -1.5032 -5.2970
C 0.5178 -1.4224 -3.9658
Cl 0.6477 0.2388 -3.3401
H 1.0373 -0.7251 -5.9720
H 2.4489 -1.3132 -5.1010
H 0.8958 -2.1289 -3.2268
H -0.5108 -1.7479 -4.1217
Cl 1.5710 -1.1188 4.0021
C 2.8943 -2.2895 4.4468
C 3.0966 -3.3222 3.3192
Cl 1.6756 -4.3263 3.1631
H 2.7119 -2.6672 5.4529
H 3.7721 -1.6435 4.4649
H 3.8639 -4.0414 3.6059
H 3.4100 -2.7987 2.4160
Cl 4.2565 -4.5955 -5.7438
C 3.9053 -6.1749 -5.0113
C 3.7658 -6.0232 -3.5252
Cl 2.2593 -5.1439 -3.1286
H 4.7680 -6.7667 -5.3172
H 2.9646 -6.5785 -5.3860
H 4.6257 -5.5474 -3.0536
H 3.7257 -7.0490 -3.1588
Cl -2.9849 -5.0371 -2.0443
C -4.3286 -6.2032 -1.6445
C -3.7959 -7.7011 -1.7500
Cl -3.3087 -8.1551 -3.4471
H -5.2203 -6.0410 -2.2501
H -4.6683 -6.0596 -0.6188
H -4.4957 -8.4002 -1.2921
H -2.8304 -7.8151 -1.2571
Cl -4.4557 4.9892 -2.1744
C -3.9350 5.4776 -0.5594
C -2.4788 6.0630 -0.5864
Cl -1.9921 6.7223 0.9320
H -3.7902 4.6770 0.1660
H -4.7487 6.0811 -0.1571
H -2.4182 6.8153 -1.3729
H -1.7179 5.3360 -0.8705
Cl -3.3265 1.3317 -2.8721
C -2.2617 2.7069 -3.4479
C -1.7326 2.4816 -4.7963
Cl -0.6394 3.7854 -5.2269
H -1.3826 2.6408 -2.8070
H -2.7435 3.6598 -3.2289
H -2.5250 2.4641 -5.5446
H -1.2085 1.5288 -4.8707
Cl 3.5288 3.7224 0.6056
C 4.7199 5.0396 1.0836
C 5.1310 5.8502 -0.2336
Cl 3.6826 6.5620 -1.0810
H 5.5781 4.5331 1.5251
H 4.3226 5.8272 1.7238
H 5.8001 5.2378 -0.8382
H 5.7393 6.6980 0.0817
Cl 5.2050 -2.4701 -1.7617
C 6.9817 -2.8291 -2.1197
C 7.1517 -2.5682 -3.6343
Cl 8.8134 -2.9402 -4.1638
H 7.1039 -3.8857 -1.8816
H 7.6117 -2.2408 -1.4525
H 6.9794 -1.5100 -3.8309
H 6.4719 -3.1358 -4.2698
Cl 4.6987 0.3114 -4.2731
C 4.1551 0.5197 -2.6100
C 5.2939 0.9868 -1.7303
Cl 5.8939 2.6238 -2.0920
H 3.6508 -0.3919 -2.2893
H 3.3873 1.2896 -2.6854
H 6.1432 0.3170 -1.8658
H 4.9263 0.9089 -0.7072
Cl -6.8280 2.9649 1.9246
C -5.2255 2.3011 2.4302
C -4.5859 3.2803 3.5317
Cl -4.2868 4.9610 2.9318
H -4.5328 2.2807 1.5888
H -5.3612 1.2566 2.7109
H -3.6186 2.8694 3.8206
H -5.2426 3.3696 4.3970
Cl -2.7906 -6.5088 1.6421
C -2.5768 -4.8578 2.1906
C -1.9556 -4.9418 3.6298
Cl -2.8992 -5.6774 4.9060
H -3.6121 -4.5170 2.2047
H -1.8671 -4.4214 1.4877
H -1.5883 -3.9606 3.9305
H -1.0517 -5.5414 3.5229
Cl 4.9326 1.0970 2.5924
C 4.0276 1.9079 3.9252
C 4.9512 2.0200 5.1515
Cl 4.1127 2.1281 6.6442
H 3.0813 1.4174 4.1532
H 3.7382 2.8756 3.5155
H 5.7630 2.7290 4.9894
H 5.4732 1.0686 5.2533
Cl 0.1455 2.4480 3.4804
C 0.9431 4.0112 3.6031
C -0.1121 5.1126 3.4072
Cl 0.6823 6.7202 3.5570
H 1.7547 3.9937 2.8757
H 1.3599 4.1156 4.6048
H -0.8887 5.1656 4.1702
H -0.5140 5.0394 2.3967
Cl 0.2326 3.6647 -0.6917
C 1.2485 4.1296 -2.0575
C 0.8005 5.5641 -2.5973
Cl 1.5844 5.8398 -4.1270
H 1.1101 3.2632 -2.7043
H 2.2498 4.1471 -1.6270
H 0.9030 6.3611 -1.8608
H -0.2748 5.4530 -2.7373
Cl -2.8869 -0.2330 -6.5378
C -3.4812 -1.2596 -5.2661
C -4.2899 -2.4846 -5.9647
Cl -3.2167 -3.3242 -7.1033
H -4.0884 -0.6919 -4.5609
H -2.5820 -1.6120 -4.7608
H -5.2336 -2.1889 -6.4231
H -4.5410 -3.3070 -5.2948
Cl -2.2119 0.9126 1.3376
C -1.4015 -0.5626 0.8448
C 0.0437 -0.3606 0.2587
Cl 0.8738 -1.8361 -0.0273
H -1.9477 -1.1031 0.0718
H -1.4440 -1.1091 1.7869
H 0.6338 0.1727 1.0040
H 0.1006 0.2252 -0.6588
*
```

(6)
This record from the OMol25 dataset describes the molecule C21H20O12 in a non-equilibrium geometry. The level of theory is the ωB97M-V functional and the def2-TZVPD basis.

Properties
molar mass = 464.38 g mol⁻¹
E_tot = -46671.3787 eV
LUMO level = -0.3 eV
structure (SMILES) = O=c1c(O[C@@H]2O[C@H](CO)[C@@H](O)[C@H](O)[C@@H]2O)c(-c2ccc(O)c(O)c2)oc2cc(O)cc(O)c12
gap between HOMO and LUMO = 8.12 eV

Structure (ORCA input):
```
! RIJCOSX wB97M-V def2-TZVPD def2/J DEFGRID3
* xyz 0 1
O -2.5123 1.2066 0.9014
C -1.4139 1.7259 0.6376
C -1.0543 3.0595 1.0662
C 0.1839 3.6056 0.6985
C 0.5466 4.8867 1.0847
C -0.3377 5.6406 1.8484
C -1.5767 5.1225 2.2175
C -1.9520 3.8439 1.8342
O -3.1423 3.3710 2.1922
H -3.2272 2.4572 1.8089
H -2.2682 5.7063 2.8065
O 0.0441 6.8818 2.2119
H -0.6493 7.3050 2.7342
H 1.4999 5.2953 0.7987
O 1.0649 2.9065 -0.0488
C 0.7919 1.6511 -0.4539
C -0.3937 1.0431 -0.1438
O -0.7096 -0.1878 -0.6844
C -1.1359 -1.1883 0.1993
O -0.0791 -2.1173 0.2791
C -0.3796 -3.2484 1.0696
C -1.5762 -3.9999 0.4690
O -1.8725 -5.1416 1.2383
H -2.7999 -5.3602 1.0692
C -2.7945 -3.0631 0.4128
O -3.8909 -3.7301 -0.1553
H -3.7777 -3.6905 -1.1150
C -2.4170 -1.8105 -0.3809
O -2.2272 -2.1984 -1.7220
H -1.6732 -1.5265 -2.1385
H -3.2164 -1.0571 -0.3110
H -3.0888 -2.7907 1.4329
H -1.3215 -4.2947 -0.5628
C 0.8779 -4.1279 1.1143
O 0.7988 -5.1162 2.0974
H -0.0590 -5.5557 2.0040
H 1.0352 -4.5652 0.1171
H 1.7388 -3.5006 1.3584
H -0.6345 -2.9375 2.0963
H -1.3526 -0.7935 1.2041
C 1.8715 1.0797 -1.2644
C 2.1183 -0.2902 -1.3193
C 3.1746 -0.7709 -2.0713
C 3.9918 0.0936 -2.7791
C 3.7536 1.4765 -2.7287
C 2.7036 1.9547 -1.9687
H 2.5352 3.0184 -1.9401
O 4.5437 2.3364 -3.4153
H 5.2187 1.8213 -3.8788
O 5.0476 -0.3243 -3.5439
H 5.1194 -1.2841 -3.5003
H 3.3680 -1.8341 -2.1057
H 1.5057 -0.9838 -0.7703
*
```